Computed, not measured: a 2-piece molecular cluster, H4N5 overall in a non-equilibrium geometry, with ωB97M-V with the def2-TZVPD basis set.

## Properties
* charge: +1
* E_tot: -275.744508 Eh
* highest occupied orbital energy (spin up / spin down): -0.5176 / -0.5176 Ha
* lowest unoccupied orbital energy (spin up / spin down): -6.718 / -6.718 eV

Positions of all 9 atoms, in Å:
N  -3.334  -0.062  -0.474
N  -1.355  0.148  0.648
N  -2.348  0.004  0.162
N  1.454  0.189  -0.458
N  0.902  -0.591  0.318
H  -4.308  -0.192  -0.315
H  1.487  0.149  -1.415
H  2.039  0.945  -0.060
H  0.849  -0.446  1.315

Forces on the atoms, in the same order (eV/Å):
N -0.0414 0.0428 -2.2667
N 1.7801 0.2328 1.0170
N -1.5794 0.0456 0.3136
N 1.1482 1.1954 6.2649
N -0.8987 -1.2303 -3.4549
H -0.2838 -0.1793 1.0616
H -0.4618 -1.2617 -3.2611
H -0.4765 0.2025 -0.2902
H 0.8134 0.9523 0.6158



Computed, not measured: a 2-piece molecular cluster, C23H24N2O6 overall in a non-equilibrium geometry, with ωB97M-V with the def2-TZVPD basis set.

## Properties
* SMILES: C#CCc1c(CCCCOC(C)=O)cc(OC#N)c2c1C(=O)C=CC2=O.CN(C)C=O
* charge: 0
* E_tot: -1451.639155 Eh
* highest occupied orbital energy: -0.3349 Ha
* lowest unoccupied orbital energy: -1.300 eV

Positions of all 55 atoms, in Å:
C  0.705  -1.258  4.170
C  -0.134  -0.823  3.422
C  -1.108  -0.041  2.575
C  -0.612  -0.135  1.129
C  -1.245  -0.955  0.170
C  -2.511  -1.771  0.510
C  -3.660  -0.744  0.873
C  -4.920  -0.865  -0.034
C  -6.225  -0.598  0.759
O  -6.155  0.641  1.489
C  -7.168  1.506  1.187
C  -6.746  2.973  0.917
O  -8.331  1.224  1.156
C  -0.773  -1.082  -1.134
C  0.364  -0.372  -1.507
O  0.826  -0.567  -2.840
C  1.419  -1.742  -2.847
N  1.855  -2.815  -2.784
C  0.994  0.478  -0.617
C  0.510  0.607  0.716
C  1.258  1.562  1.624
O  1.116  1.620  2.821
C  2.237  2.555  1.011
C  2.687  2.406  -0.227
C  2.210  1.264  -1.097
O  2.788  1.057  -2.133
H  1.599  -1.557  4.685
H  -2.087  -0.503  2.744
H  -1.152  1.014  2.883
H  -2.314  -2.498  1.313
H  -2.838  -2.344  -0.375
H  -3.883  -0.856  1.950
H  -3.260  0.277  0.761
H  -4.857  -0.047  -0.777
H  -4.957  -1.843  -0.535
H  -7.043  -0.555  0.024
H  -6.400  -1.410  1.484
H  -7.196  3.613  1.694
H  -5.649  3.018  0.982
H  -7.124  3.271  -0.070
H  -1.275  -1.753  -1.837
H  2.578  3.383  1.642
H  3.409  3.134  -0.612
C  7.691  -0.028  -1.011
O  7.199  0.718  -0.187
N  7.013  -0.644  -2.000
C  7.666  -1.523  -2.950
C  5.582  -0.418  -2.115
H  8.769  -0.266  -1.011
H  7.529  -1.131  -3.960
H  7.223  -2.519  -2.887
H  8.732  -1.594  -2.738
H  5.395  0.646  -2.260
H  5.093  -0.734  -1.193
H  5.176  -0.977  -2.954

Forces on the atoms, in the same order (eV/Å):
C 0.1155 0.0669 -0.6026
C -0.2349 0.9895 0.3290
C 0.7761 -1.2316 0.3534
C 0.0719 0.3341 -0.3403
C -0.6740 -1.1474 0.0494
C -0.0914 1.2472 -0.1632
C 0.2820 -0.5386 0.0309
C 0.0968 1.1508 1.0434
C 0.1768 -1.1506 -0.3916
O -0.0520 0.3826 -1.0489
C -0.3143 1.7318 0.1537
C 0.6277 -1.0341 0.7011
O 0.0934 -0.8129 -0.1563
C 0.3683 0.3941 0.3832
C -0.8895 -0.1467 0.2994
O 0.4716 -0.8837 0.5560
C -0.0729 -0.3396 -0.1361
N -0.1818 1.0036 -0.2547
C 0.7920 0.4747 -0.1744
C 0.1707 -0.0871 -0.5638
C 0.5919 0.9186 -0.3018
O -0.3792 -0.1825 0.1209
C -0.5859 -0.5970 0.0367
C -0.2973 -0.0609 -0.0505
C 0.1940 0.9580 0.7787
O -0.1052 -0.3748 -0.2247
H -0.5461 -0.0881 -0.0135
H 0.2419 0.2903 -0.4197
H 0.1322 -0.4625 0.1372
H -0.0896 0.3454 -0.1435
H 0.3832 0.1929 0.3439
H -0.3703 0.0122 -0.5482
H -0.1828 -0.4041 0.1335
H 0.0217 -0.6505 -0.0308
H -0.2256 0.3381 0.1648
H 0.0086 -0.0781 0.5582
H -0.0722 0.2807 -0.2957
H 0.1408 -0.2394 -0.3779
H -0.3936 0.3437 -0.1990
H 0.1735 -0.1257 0.3443
H 0.2767 0.3004 0.2095
H -0.2316 -0.5168 -0.0290
H -0.1855 -0.6008 -0.2677
C 0.0514 -0.0336 -0.0345
O -0.1206 0.0169 -0.0183
N 0.2289 -0.0652 0.0068
C -0.2891 0.0955 0.0624
C 0.1401 0.1718 0.2040
H 0.0052 -0.0335 -0.0409
H 0.0806 -0.1304 -0.0515
H 0.0984 -0.0400 -0.1223
H -0.0324 0.0455 0.0472
H -0.1475 -0.0535 0.0070
H -0.1184 0.0439 -0.0712
H 0.0721 -0.0196 0.0183



Computed, not measured: C6H14ClO10Zr as an isolated structure in a non-equilibrium geometry, with ωB97M-V with the def2-TZVPD basis set.

## Properties
* charge: +2
* E_tot: -1496.126346 Eh
* multiplicity: 2
* highest occupied orbital energy (spin up / spin down): -0.5227 / -0.5193 Ha
* lowest unoccupied orbital energy (spin up / spin down): -8.827 / -8.818 eV

Positions of all 32 atoms, in Å:
Zr  -1.198  0.042  1.266
C  2.820  -1.136  -2.969
C  1.919  -1.072  -1.971
C  0.801  -0.019  -1.825
O  -0.042  -0.036  -0.834
C  0.631  0.983  -2.817
C  1.675  1.097  -3.847
C  2.774  -0.096  -3.899
O  3.643  0.021  -4.741
O  1.739  2.020  -4.659
O  1.982  -2.109  -1.198
H  3.488  -1.981  -3.037
H  -0.064  1.805  -2.728
Cl  -3.883  0.379  1.166
O  -1.476  2.148  0.410
H  -1.932  2.468  -0.369
H  -1.142  2.939  0.834
O  -1.838  -1.291  3.032
H  -2.477  -1.992  2.903
H  -1.675  -1.285  3.975
O  0.521  -1.461  1.591
H  0.531  -2.290  2.068
H  1.409  -1.373  1.244
O  -1.949  -1.862  0.392
H  -1.525  -2.676  0.120
H  -2.861  -1.965  0.122
O  -1.587  1.333  3.057
H  -2.118  1.151  3.831
H  -1.181  2.181  3.239
O  0.669  1.165  1.842
H  1.389  1.221  1.214
H  0.958  1.690  2.588

Forces on the atoms, in the same order (eV/Å):
Zr -0.6704 -0.1556 -3.6411
C 0.6807 0.2970 -1.4817
C -2.2966 -3.3430 4.1861
C 0.0102 2.5593 -2.7742
O -1.6588 -0.5814 3.9700
C 2.0435 -2.0560 1.6810
C 0.1286 0.6136 -1.4588
C 0.5161 2.6989 -2.2450
O -0.0194 -0.0934 -0.1738
O 0.0250 -2.1041 1.8721
O -1.0853 2.5315 -0.0102
H 0.1434 0.1459 -0.0620
H -0.3167 -0.2230 0.0223
Cl 2.4821 -0.6276 -0.0694
O 0.4380 -0.2910 0.5332
H -0.5451 -0.2673 -0.6330
H 0.2277 0.3709 0.1597
O 0.4339 0.1671 -0.1416
H -0.5834 -0.3419 -0.3796
H 0.3155 0.1500 0.5565
O -0.7478 0.1834 0.5033
H -0.2066 -0.4786 0.3290
H 0.4993 0.0583 -0.8851
O -0.0958 0.1094 0.4004
H 0.8775 -0.2883 -0.2980
H -0.9183 0.4028 -0.1541
O 0.5732 -0.0451 0.1435
H -0.7739 -0.2600 0.2204
H 0.1063 0.5506 0.0138
O -0.0775 0.2326 -0.0260
H 0.3975 -0.0383 -0.7931
H 0.0973 0.1235 0.6355



Computed, not measured: C4H4Cl2CoFeN2O3S as an isolated structure in a non-equilibrium geometry, with ωB97M-V with the def2-TZVPD basis set.

## Properties
* charge: +4
* E_tot: -4453.214865 Eh
* multiplicity: 10
* highest occupied orbital energy (spin up / spin down): -0.8935 / -0.8837 Ha
* lowest unoccupied orbital energy (spin up / spin down): -14.485 / -18.703 eV

Positions of all 18 atoms, in Å:
Fe  0.070  0.693  -5.682
Co  0.037  -0.264  0.784
Cl  0.048  0.947  -3.588
Cl  1.042  0.207  -1.009
C  -0.787  -1.685  1.415
C  -0.317  1.363  -7.466
C  0.584  -0.892  -6.446
O  -1.528  -2.372  2.005
O  -0.543  1.739  -8.560
O  0.900  -1.657  -7.272
N  0.760  -0.691  4.307
C  0.007  0.386  4.089
N  -0.617  0.967  5.135
S  -0.087  1.070  2.502
H  0.886  -1.113  5.231
H  1.182  -1.167  3.527
H  -1.110  1.825  4.941
H  -0.526  0.642  6.087

Forces on the atoms, in the same order (eV/Å):
Fe -0.6673 2.9539 3.1175
Co 2.7786 2.6311 -2.6812
Cl -0.2998 0.2068 0.6685
Cl 0.1235 -0.0122 -0.2082
C -6.9840 -7.7432 4.9513
C -2.2349 4.1246 -9.7305
C 3.3094 -8.7745 -6.7464
O 4.2251 3.5066 -3.3283
O 1.5432 -2.5988 7.2817
O -1.7833 4.2047 4.9073
N -0.5717 0.4820 -0.7155
C 0.1995 -1.3444 4.0613
N 0.7843 -0.0104 -3.2264
S -0.4682 2.2051 0.7178
H 0.0387 0.1961 -0.1314
H 0.3436 -0.1846 0.2070
H -0.2867 0.3266 0.5015
H -0.0500 -0.1694 0.3540



Computed, not measured: a 2-piece molecular cluster, C2H2Cl2O2S overall in a non-equilibrium geometry, with ωB97M-V with the def2-TZVPD basis set.

## Properties
* charge: 0
* E_tot: -1546.288592 Eh
* highest occupied orbital energy: -0.3326 Ha
* lowest unoccupied orbital energy: -1.130 eV

Positions of all 9 atoms, in Å:
C  0.226  -1.358  1.804
C  -0.236  -1.676  -1.133
O  0.737  1.120  1.363
O  1.513  -1.664  2.207
S  -0.393  0.109  1.256
Cl  1.287  -2.269  -0.813
Cl  -0.202  -0.371  -2.257
H  -0.272  -2.211  1.677
H  2.131  -0.964  2.103

Forces on the atoms, in the same order (eV/Å):
C 3.2740 3.6848 0.2213
C -1.2109 0.3071 -0.2462
O -1.2482 -0.8415 -0.2215
O -2.8972 -0.5011 -0.4128
S 2.6226 -0.6943 1.3402
Cl 1.1461 -0.3596 -0.3762
Cl 0.2457 -0.1737 0.0882
H -2.5357 -3.0913 -0.2298
H 0.6037 1.6695 -0.1632



Computed, not measured: an isolated ion of composition C9H18FN2 and charge +1 in a non-equilibrium geometry, with ωB97M-V with the def2-TZVPD basis set.

## Properties
* SMILES: C=C(CC)CC/[N+](C)=C(/F)CN
* charge: +1
* E_tot: -562.766403 Eh
* highest occupied orbital energy: -0.4797 Ha
* lowest unoccupied orbital energy: -3.565 eV

Positions of all 30 atoms, in Å:
C  -0.776  0.924  -0.848
C  -0.592  1.649  0.535
C  -0.944  -1.492  -0.020
C  0.369  -0.772  2.548
C  -0.574  -0.540  -0.853
C  1.213  0.246  1.620
C  -0.994  -1.268  -3.209
C  1.913  1.911  0.140
C  0.075  -0.932  -2.137
N  0.852  1.312  0.963
N  -0.694  -0.137  3.279
F  2.456  -0.047  1.491
H  -1.769  1.155  -1.157
H  -0.089  1.417  -1.468
H  -0.598  2.731  0.537
H  -1.244  1.180  1.243
H  -1.597  -1.284  0.840
H  -0.753  -2.501  -0.488
H  -0.047  -1.429  1.747
H  1.216  -1.301  3.120
H  -1.668  -2.071  -2.885
H  -0.549  -1.613  -4.048
H  -1.500  -0.369  -3.524
H  2.540  1.104  -0.395
H  1.523  2.581  -0.555
H  2.651  2.512  0.599
H  0.669  -0.275  -2.673
H  0.617  -1.933  -2.101
H  -0.361  0.107  4.204
H  -1.341  -0.865  3.493

Forces on the atoms, in the same order (eV/Å):
C -0.4482 1.4596 2.8208
C 1.5387 -1.8062 -0.2425
C -0.8698 -0.8190 -0.8836
C 2.5335 0.5325 -1.4443
C 1.2772 0.3568 -1.1501
C -2.4842 0.3465 0.8279
C -1.3578 0.7469 2.4547
C 1.4352 -1.9907 -1.2201
C -1.0011 -4.2061 -0.9410
N 0.1085 -0.9091 0.0207
N 0.7796 -0.1083 0.2409
F 0.8947 -0.6512 0.4762
H -0.8448 0.3045 -0.5002
H 0.7124 0.3828 -1.3932
H -0.4949 0.0406 -0.1961
H -0.3186 0.2594 0.7235
H 0.2346 -0.5071 -0.5360
H -0.4291 0.7749 1.4929
H 0.6558 0.1866 1.1824
H -1.3857 0.6260 -0.6106
H -0.1391 0.5064 0.0980
H 1.7225 -1.1582 -2.7020
H -0.7066 0.2114 0.1236
H -1.3331 1.1937 0.5817
H -1.1443 0.6948 -1.2867
H 0.5335 0.3619 1.6252
H 1.5862 1.7957 -0.0963
H -0.2309 1.3427 0.5991
H 0.1271 0.5093 0.0050
H -0.9512 -0.4770 -0.0698